The following is a quantum chemistry calculation of a molecular structure, C34H68Br18O23 in a non-equilibrium geometry, from the Open Molecules 2025 dataset.

XYZ file:
```
143
Properties=species:S:1:pos:R:3:forces:R:3:lowdin_charge:R:1
C 15.213699 15.008253 9.330663 -0.26 -0.05 -0.53 -1.506
Br 13.814944 16.289000 8.863394 0.33 -0.47 0.14 0.654
Br 15.042671 13.336603 8.294844 0.00 0.67 0.42 0.567
Br 15.165117 14.621435 11.236386 0.15 0.24 -0.44 0.677
H 16.157441 15.474940 9.014338 -0.36 -0.39 0.49 -0.022
C 14.628567 9.548266 12.393135 -0.69 -0.40 0.61 -1.620
Br 15.609453 8.118012 11.559333 0.09 0.23 0.06 0.598
Br 13.301641 10.300381 11.231323 0.08 0.12 -0.26 0.659
Br 15.717344 10.920191 13.173665 0.24 0.11 -0.05 0.672
H 14.049141 9.115711 13.215666 0.36 0.05 -0.18 -0.062
C 13.940693 12.479848 22.027716 -0.01 0.72 -1.53 -1.561
Br 15.610917 11.857325 21.237594 -0.52 0.21 0.61 0.693
Br 13.493749 11.685634 23.666195 -0.01 -0.29 0.64 0.657
Br 12.519151 12.152738 20.675295 0.26 0.15 0.48 0.568
H 13.953380 13.572372 22.164345 0.13 -0.66 -0.13 -0.012
C 14.563958 16.389076 17.440069 0.20 0.03 -0.14 -1.609
Br 15.318405 17.965493 18.199029 0.56 0.43 -0.02 0.600
Br 12.686975 16.772968 17.188140 -0.08 -0.54 -0.19 0.618
Br 14.902215 14.912835 18.630058 -0.28 -0.26 -0.06 0.583
H 15.060104 16.158291 16.482040 -0.45 0.18 0.45 -0.024
C 19.240573 12.921101 17.677658 -1.31 1.17 -1.84 -1.560
Br 17.895887 13.837531 16.438602 0.44 -0.83 0.70 0.560
Br 20.426338 14.264632 18.227704 0.65 0.14 0.47 0.634
Br 20.007638 11.497446 16.685164 0.35 -0.38 0.05 0.643
H 18.650234 12.534978 18.475296 -0.20 -0.23 0.65 -0.049
C 9.968811 13.839426 18.220958 -1.14 0.36 -0.25 -1.633
Br 9.203043 12.130268 18.584253 -0.36 -0.43 0.05 0.609
Br 9.854608 14.963078 19.759740 0.28 0.08 -0.03 0.593
Br 9.116647 14.705217 16.685542 0.11 -0.22 0.31 0.590
H 10.958127 13.603208 17.919113 0.92 0.39 0.11 -0.091
C 19.130835 12.607320 12.720256 -2.27 -0.30 1.13 -0.039
C 19.323701 13.127401 11.365068 1.47 -1.62 -2.00 -0.353
C 18.208681 12.794918 10.404509 -0.14 -0.18 0.25 -0.135
O 18.148351 13.904534 9.525785 0.71 1.87 1.20 -0.002
C 18.762925 14.969087 10.198427 -0.03 -0.98 -1.22 -0.524
O 18.873689 16.056352 9.726740 -0.31 -0.19 0.63 0.172
O 19.283086 14.539442 11.382156 -0.22 1.08 -0.70 0.056
H 18.178281 13.036701 13.096775 0.17 -0.20 -0.20 0.076
H 19.833119 13.070163 13.338424 1.51 0.18 1.26 0.058
H 19.013824 11.520957 12.904561 0.57 0.56 -0.58 0.105
H 20.305715 12.819431 10.910378 -0.59 0.31 0.52 0.177
H 17.349728 12.729029 11.057742 -0.90 -0.11 -0.47 0.063
H 18.326121 11.941230 9.763090 0.13 -0.62 0.19 0.144
C 12.007329 8.082162 23.077361 -0.41 0.81 -0.48 -0.011
C 11.962557 7.778743 21.603359 -1.94 0.34 -0.41 -0.314
C 11.003334 8.703581 20.845103 1.02 -0.24 -1.14 -0.093
O 11.609504 8.646160 19.517608 0.70 -0.08 0.14 0.010
C 12.966688 8.367081 19.657926 -2.75 -0.08 1.35 -0.532
O 13.730960 8.404813 18.769324 0.92 -0.08 -0.68 0.160
O 13.201001 8.004347 20.943305 0.74 0.13 -0.35 0.089
H 12.560848 8.993782 23.232498 0.35 0.30 -0.06 0.028
H 12.451184 7.321139 23.626991 1.05 -1.44 0.95 0.061
H 11.045382 8.257774 23.560569 -0.33 -0.13 -0.55 0.100
H 11.605353 6.770883 21.291429 0.49 0.24 0.78 0.169
H 10.982737 9.754063 21.094725 0.16 0.21 0.65 0.074
H 9.995658 8.319345 20.806836 -0.21 -0.20 -0.15 0.131
C 13.424194 17.790277 13.564623 -0.02 -0.14 -1.78 -0.006
C 13.557491 18.988933 12.625368 -0.79 -0.21 1.89 -0.323
C 14.607467 18.914369 11.611694 2.21 -0.70 -0.57 -0.091
O 13.962298 19.303623 10.381928 2.20 -0.12 0.65 0.081
C 12.682551 19.327136 10.583744 -1.13 0.10 -0.12 -0.612
O 11.933530 19.537054 9.672266 -1.15 -0.05 0.04 0.122
O 12.348697 19.103337 11.871810 -0.45 0.07 -0.98 0.110
H 14.237379 17.660714 14.250075 0.70 0.12 0.14 0.068
H 13.367426 16.911448 12.877507 -0.17 0.29 0.85 0.093
H 12.533385 17.919911 14.145520 -0.62 -0.16 0.23 0.055
H 13.690279 19.894546 13.161496 -0.21 0.95 0.82 0.147
H 14.922289 17.861796 11.578572 0.24 0.26 -0.70 0.104
H 15.486336 19.555495 11.867605 -0.87 -0.47 -0.59 0.139
C 12.627410 11.743577 17.036561 -0.52 1.46 -0.41 -0.019
C 12.979080 12.339611 15.684144 0.51 -0.74 -0.38 -0.263
C 12.173294 13.518395 15.212593 0.13 -0.24 -0.47 -0.083
O 13.161904 14.319402 14.502813 -0.10 0.11 -0.48 0.063
C 14.375409 13.924527 14.894882 0.84 0.50 0.76 -0.660
O 15.461036 14.413319 14.690210 -0.55 0.94 -1.11 0.010
O 14.302652 12.924472 15.727548 -0.32 -1.73 0.94 0.024
H 11.560932 11.855260 17.227811 -0.05 0.26 0.03 0.026
H 13.217071 12.232069 17.811814 -0.18 0.06 0.05 0.042
H 12.747770 10.707096 17.097353 0.68 -1.66 -0.09 0.059
H 13.013108 11.588435 14.873176 -0.08 0.10 0.46 0.140
H 11.804211 14.101095 16.042277 -0.20 0.37 0.06 0.043
H 11.396001 13.168247 14.524597 0.12 0.50 0.13 0.115
C 20.342529 16.955316 14.089058 -1.55 -1.54 0.98 -0.006
C 19.175611 17.231499 13.183668 0.39 -1.59 -3.12 -0.290
C 17.837598 16.447764 13.253472 0.53 -0.36 0.49 -0.099
O 16.875406 17.475283 13.319089 0.30 1.07 0.44 0.038
C 17.505151 18.667249 13.513054 -4.37 3.44 0.17 -0.498
O 16.796551 19.692064 13.737022 3.08 -3.38 -0.64 0.066
O 18.806230 18.617715 13.327838 -0.36 -0.39 0.58 0.120
H 20.978264 17.745860 13.839518 1.72 0.83 -0.11 0.065
H 20.799572 15.922632 14.012674 -0.58 1.33 -0.15 0.114
H 19.971172 17.129212 15.107860 0.39 -0.25 0.06 0.095
H 19.505798 17.094911 12.108366 -0.12 0.46 1.09 0.153
H 17.737611 15.818420 14.128065 0.11 -0.05 0.50 0.086
H 17.605137 15.789349 12.414275 0.30 0.50 -0.05 0.075
C 10.663915 12.178706 9.809329 -0.11 -1.36 1.56 -0.137
O 10.678448 12.960714 11.006213 0.02 0.76 -0.90 -0.170
H 9.854017 12.453189 9.135665 0.02 -0.06 -0.01 0.088
H 11.620585 12.108341 9.303082 0.26 0.56 -0.20 0.055
H 10.522238 11.179193 10.263838 -0.36 0.05 -0.95 0.069
H 10.628638 13.902732 10.744546 0.15 0.05 0.52 0.061
C 9.376120 17.732739 8.029188 1.18 -0.27 -0.10 -0.113
O 9.854152 17.628842 9.376023 -0.52 -0.23 -0.57 -0.162
H 9.090337 16.722217 7.720490 0.35 0.14 -0.22 0.075
H 8.450377 18.298416 8.050287 0.08 0.56 -0.48 0.070
H 10.234772 18.160797 7.371325 -1.84 -0.65 0.85 0.121
H 10.377819 18.413767 9.498933 0.73 0.73 0.53 0.026
C 9.353847 11.244639 13.674335 -0.25 0.43 -1.23 -0.115
O 10.728915 11.364318 13.253656 -1.14 0.61 -0.95 -0.215
H 9.090937 10.178538 13.775538 -0.05 0.49 0.08 0.084
H 9.245336 11.797971 14.589256 -0.26 -0.05 0.78 0.047
H 8.655205 11.763367 12.935357 0.86 -0.89 0.75 0.108
H 10.647635 11.923411 12.427121 0.85 -0.45 0.77 0.039
C 15.031998 6.978217 15.713016 0.38 0.74 -1.33 -0.113
O 15.482099 8.343128 15.490316 -0.43 -1.07 0.40 -0.169
H 14.499318 6.821752 16.652082 -0.13 0.27 -0.10 0.067
H 14.412281 6.788462 14.821325 -0.04 -0.27 0.62 0.079
H 15.888929 6.304882 15.668271 0.02 -0.12 0.09 0.073
H 15.867679 8.634753 16.318213 0.26 0.03 0.11 0.023
C 11.383836 8.301451 15.348175 0.93 -0.34 -0.09 -0.125
O 12.113514 9.028501 14.354844 -0.05 -0.14 0.37 -0.153
H 10.771470 8.908211 16.026272 0.00 0.13 -0.36 0.078
H 10.783674 7.501636 14.876430 0.12 0.35 0.30 0.084
H 12.184785 7.864626 15.961823 -0.50 -0.21 0.02 0.067
H 11.637109 9.806969 14.064386 -0.42 0.35 -0.38 0.013
C 15.520428 10.542100 17.382642 -0.21 0.76 -0.18 -0.141
O 16.843333 10.101164 17.596155 1.00 -0.97 0.47 -0.141
H 15.470134 11.577342 17.675200 -0.35 0.52 0.24 0.062
H 15.254471 10.486585 16.328364 -0.14 -0.05 0.04 0.066
H 14.866837 9.920913 17.988148 0.10 0.16 -0.13 0.066
H 17.454434 10.401829 16.924105 -0.05 0.27 -0.47 0.033
C 10.244199 15.783781 12.501627 0.86 -0.52 0.60 -0.125
O 10.599556 15.768797 11.114581 -0.01 0.56 0.92 -0.158
H 10.259330 14.737652 12.853596 0.06 0.37 -0.02 0.064
H 10.896602 16.389445 13.226748 -0.63 -0.62 -1.41 0.091
H 9.231817 16.124231 12.552376 -0.73 0.34 0.49 0.073
H 10.132712 16.540700 10.725751 0.56 -0.56 -0.52 0.047
C 18.945915 9.967671 20.552053 0.18 0.18 -1.72 -0.138
O 17.748540 10.634957 20.166994 0.37 0.43 -2.11 -0.324
H 19.682316 10.632737 20.977589 -0.15 0.37 0.77 0.072
H 18.599206 9.188376 21.182894 0.52 -0.89 0.84 0.068
H 19.508288 9.578139 19.669845 -0.68 -0.18 0.44 0.086
H 17.610373 10.496329 19.173726 -0.20 0.02 1.63 0.050
```
Forces are in eV/Å.

Properties
**Frontier orbital gap**: 9.6323 eV
**HOMO**: -9.947 eV
**Total charge**: 0
**E_LUMO**: -0.315 eV
**Calculated total energy**: -49398.9764 a.u.